{"formula": "C36H54CaF3O26", "method": "wB97M-V/def2-TZVPD", "charge": 1, "e_tot_ev": -118029.499, "e_lumo_ha": -0.1784, "e_homo_ev": -12.42, "gap_ha": 0.2781, "species": ["Ca", "C", "O", "O", "C", "F", "F", "F", "C", "C", "H", "H", "H", "H", "H", "H", "C", "C", "C", "O", "C", "O", "O", "H", "H", "H", "H", "H", "H", "C", "C", "C", "O", "C", "O", "O", "H", "H", "H", "H", "H", "H", "C", "C", "C", "O", "C", "O", "O", "H", "H", "H", "H", "H", "H", "C", "C", "C", "O", "C", "O", "O", "H", "H", "H", "H", "H", "H", "C", "C", "C", "O", "C", "O", "O", "H", "H", "H", "H", "H", "H", "C", "C", "C", "O", "C", "O", "O", "H", "H", "H", "H", "H", "H", "C", "C", "C", "O", "C", "O", "O", "H", "H", "H", "H", "H", "H", "C", "C", "C", "O", "C", "O", "O", "H", "H", "H", "H", "H", "H"], "positions_angstrom": [[1.06557, -3.03658, -1.96072], [0.54311, -0.05777, -1.85979], [1.07946, -0.78780, -0.73745], [0.52425, -1.01351, -2.82439], [-0.80864, 0.65557, -1.56019], [-0.70884, 1.87271, -1.00892], [-1.52257, 0.83021, -2.68910], [-1.58056, -0.10344, -0.74621], [1.75049, 0.07204, 0.23110], [2.38261, -0.83218, 1.28437], [2.89757, -1.69949, 0.86982], [3.22084, -0.29434, 1.73926], [1.70990, -1.11009, 2.08965], [1.05690, 0.75772, 0.70977], [2.62489, 0.54375, -0.21977], [1.18650, 0.81827, -2.03605], [-0.97170, -1.60404, 2.29989], [-2.19650, -2.50767, 2.24205], [-3.02057, -2.58019, 0.94451], [-2.87435, -3.90234, 0.42926], [-2.29217, -4.65451, 1.38342], [-2.27769, -5.84246, 1.39142], [-1.74086, -3.86308, 2.32223], [-1.23791, -0.62019, 2.69200], [-0.42709, -1.56716, 1.35896], [-0.29854, -2.00810, 3.05894], [-2.94838, -2.33085, 3.01067], [-2.87460, -1.84679, 0.14918], [-4.08607, -2.43939, 1.15185], [-0.02407, 3.26041, -4.19435], [0.75787, 3.31951, -2.88872], [2.20081, 2.87429, -3.05912], [2.99507, 3.97604, -2.70400], [2.20746, 4.99613, -2.39940], [2.62200, 6.04188, -2.00072], [0.89375, 4.71763, -2.54123], [-0.36892, 2.30105, -4.58109], [0.48331, 3.71939, -5.04879], [-0.89797, 3.91376, -4.12357], [0.24656, 2.82700, -2.06151], [2.25837, 2.41613, -4.04704], [2.48626, 2.15189, -2.28589], [-0.50098, -0.58831, 5.60007], [0.81744, -0.77030, 4.86483], [2.01981, 0.05953, 5.22818], [3.09763, -0.82063, 5.48558], [2.61819, -2.07835, 5.38583], [3.31978, -3.04880, 5.34174], [1.28692, -2.06284, 5.34115], [-0.95307, 0.34020, 5.24777], [-0.34987, -0.60704, 6.68123], [-1.23329, -1.39216, 5.50572], [0.70217, -0.74447, 3.77751], [1.80863, 0.73336, 6.06848], [2.36819, 0.81791, 4.52950], [5.13323, 0.83010, 3.22527], [4.18060, 2.01199, 2.94580], [4.86851, 3.31666, 2.56409], [3.95606, 3.90177, 1.62989], [3.20055, 2.91577, 1.13426], [2.47263, 2.98004, 0.18641], [3.28343, 1.77455, 1.83864], [4.69041, -0.14762, 3.03524], [5.33804, 0.74653, 4.29624], [6.11824, 0.92695, 2.77238], [3.53112, 2.25655, 3.78770], [5.83935, 3.13200, 2.10183], [4.93884, 3.92356, 3.46382], [-1.19886, 4.74252, 0.95984], [-1.34712, 3.61255, 1.97985], [-0.76162, 2.31542, 1.49248], [-0.05425, 1.80354, 2.63721], [0.22835, 2.83670, 3.43514], [0.95496, 2.83524, 4.39225], [-0.56466, 3.88136, 3.16655], [-1.84747, 4.76703, 0.08216], [-0.22797, 4.65997, 0.45666], [-1.23588, 5.71414, 1.44858], [-2.36799, 3.63215, 2.36398], [-0.15008, 2.33711, 0.58941], [-1.48786, 1.51717, 1.30180], [-3.00344, -0.92212, -5.50056], [-2.44722, -1.72136, -6.62009], [-1.40603, -2.80630, -6.25476], [-2.21410, -3.97940, -6.15553], [-3.35246, -3.82168, -6.82055], [-4.18381, -4.62980, -7.07981], [-3.57744, -2.50253, -7.07675], [-3.81377, -0.25124, -5.77329], [-2.24649, -0.29042, -5.01256], [-3.32180, -1.56473, -4.67284], [-2.18198, -1.05261, -7.44258], [-0.96633, -2.58824, -5.28496], [-0.69818, -2.96676, -7.06625], [2.01472, -5.68466, 4.27063], [2.47522, -4.85586, 3.07149], [2.97082, -5.69905, 1.93089], [2.43035, -4.99053, 0.78379], [1.48545, -4.14469, 1.19531], [0.84042, -3.45662, 0.42797], [1.27587, -4.26881, 2.47620], [2.77446, -6.32835, 4.71212], [1.24033, -6.38444, 3.94213], [1.56284, -5.06457, 5.03969], [3.14466, -4.07322, 3.41579], [2.66811, -6.74298, 1.96491], [4.05072, -5.61817, 1.82185], [-3.43954, 2.23523, -5.07779], [-4.53380, 1.55842, -4.25128], [-4.73116, 2.04422, -2.82226], [-6.13014, 2.33486, -2.73371], [-6.73499, 2.07057, -3.89708], [-7.90919, 2.05819, -4.06259], [-5.80741, 1.82862, -4.87063], [-3.31794, 3.24280, -4.68383], [-3.68720, 2.29576, -6.13392], [-2.59582, 1.55692, -4.94162], [-4.40250, 0.47244, -4.24838], [-4.28403, 3.01534, -2.59445], [-4.47481, 1.27051, -2.10012]]}